1.
A molecular structure, C48H50KN2OP2S3 in a non-equilibrium geometry, computed with wB97M-V/def2-TZVPD.

Properties
Total energy, eV: -123020.6426
E_HOMO, eV: -10.001
Strongest force on any atom, eV/A: 1.13
Gap between HOMO and LUMO, eV: 8.367
Total charge: +1

The geometry in XYZ format:
```
107
C48H50KN2OP2S3 | OMol25 | wB97M-V/def2-TZVPD
K -0.27336 -0.48191 -0.08646
C 2.62186 1.99776 -1.31412
C 3.50139 1.33794 -0.25815
S 2.59669 0.14569 0.78174
C 3.63313 -1.34367 0.70323
C 3.85167 -1.93887 -0.67980
S 2.28591 -2.28066 -1.54555
C 2.59137 -1.57707 -3.19481
C 2.91721 -0.09030 -3.23105
S 1.64563 0.90397 -2.38559
H 3.23111 2.64405 -1.94666
H 1.84934 2.59762 -0.83129
H 3.89892 2.11112 0.39887
H 4.34455 0.81283 -0.70519
H 3.10020 -2.05065 1.33996
H 4.59347 -1.11773 1.16786
H 4.39199 -2.87993 -0.57928
H 4.44291 -1.27755 -1.31059
H 1.66016 -1.77309 -3.72832
H 3.38473 -2.15318 -3.67138
H 2.95931 0.23422 -4.27069
H 3.88225 0.12337 -2.77457
O -4.04641 -1.73621 2.17531
C -4.99534 -2.03919 1.21677
C -6.06821 -2.89806 1.37860
C -6.89542 -3.15097 0.29091
C -6.66041 -2.55013 -0.93333
C -5.59467 -1.67234 -1.08540
C -4.75834 -1.40341 -0.01280
P -3.23843 -0.38479 -0.02143
C -3.76009 0.97776 1.08625
C -2.77614 1.58849 1.85934
C -3.09479 2.62688 2.72247
C -4.40854 3.06106 2.82657
C -5.40073 2.43869 2.08100
C -5.08277 1.39841 1.22016
C -3.38029 0.33509 -1.70296
C -2.73927 -0.38661 -2.71116
C -2.80317 0.03293 -4.03096
C -3.51877 1.17530 -4.35868
C -4.14994 1.90506 -3.36041
C -4.07562 1.49336 -2.03645
C -3.78199 -2.58787 3.23564
C -4.67657 -2.81279 4.26574
C -4.32824 -3.70091 5.27431
C -3.09219 -4.32740 5.26303
C -2.17624 -4.04933 4.25789
C -2.51299 -3.18020 3.22875
P -1.41140 -2.64406 1.86316
C 0.16496 -3.43339 2.36958
C 1.00378 -2.65636 3.17070
C 2.21446 -3.15878 3.62406
C 2.61249 -4.43595 3.25358
C 1.79337 -5.20900 2.44218
C 0.57121 -4.71637 2.00653
C -1.94650 -3.72761 0.48887
C -1.13523 -3.73011 -0.64744
C -1.50676 -4.41960 -1.78882
C -2.71860 -5.09825 -1.81854
C -3.52185 -5.11962 -0.68960
C -3.13393 -4.44898 0.46358
H -6.25581 -3.38803 2.32238
H -7.72527 -3.83486 0.41126
H -7.30343 -2.76890 -1.77570
H -5.41225 -1.20491 -2.04436
H -1.75280 1.23686 1.78826
H -2.32015 3.08874 3.32301
H -4.66235 3.87473 3.49376
H -6.43056 2.76031 2.17469
H -5.86673 0.90070 0.66186
H -2.20826 -1.29942 -2.45197
H -2.29412 -0.52903 -4.80404
H -3.59071 1.49555 -5.39001
H -4.71049 2.79577 -3.61782
H -4.56020 2.07387 -1.26074
H -5.62578 -2.29363 4.28994
H -5.03167 -3.90475 6.07053
H -2.83430 -5.02874 6.04540
H -1.19858 -4.51420 4.26805
H 0.69409 -1.65365 3.44933
H 2.85040 -2.55784 4.26214
H 3.56219 -4.82710 3.59522
H 2.10480 -6.20576 2.15640
H -0.06641 -5.33055 1.38420
H -0.18310 -3.21155 -0.62247
H -0.85126 -4.43300 -2.65098
H -3.02561 -5.62040 -2.71533
H -4.45737 -5.66428 -0.69945
H -3.76284 -4.50379 1.34128
N -0.84304 1.85250 -0.67066
C -1.24656 2.91728 -0.89758
N -1.71235 4.09498 -1.21458
C -1.68457 4.58440 -2.59933
C -2.66928 5.74197 -2.74031
C -3.96605 5.41186 -2.00095
C -3.72255 5.29743 -0.48242
C -2.25433 4.98384 -0.18467
H -1.96791 3.76033 -3.25781
H -0.67162 4.89932 -2.86912
H -2.86058 5.91671 -3.79860
H -2.23624 6.66151 -2.34087
H -4.35309 4.46566 -2.38697
H -4.71605 6.17584 -2.20243
H -4.35324 4.51732 -0.05285
H -3.98006 6.23371 0.01600
H -2.15340 4.49622 0.78065
H -1.65825 5.89986 -0.16442
```

Results of the Mulliken charge analysis, in e, for atoms 1 through 99: K 1.606; C -0.663; C -1.020; S 0.066; C -0.101; C -1.138; S 0.195; C -0.974; C -0.932; S 0.138; H 0.529; H 0.231; H 0.577; H 0.384; H -0.364; H 0.635; H 0.603; H 0.446; H 0.408; H 0.488; H 0.538; H 0.404; O -0.022; C 0.748; C -0.883; C -0.904; C -0.930; C -1.019; C 0.294; P 0.526; C 1.195; C -0.803; C -0.750; C -0.635; C -0.940; C -0.511; C 1.160; C -0.735; C -0.842; C -0.712; C -0.710; C 0.046; C -0.674; C -0.449; C -0.760; C -0.950; C -0.805; C 0.155; P 0.776; C 1.063; C -0.355; C -0.941; C -0.403; C -0.876; C -0.428; C 0.814; C -0.177; C -0.580; C -0.759; C -0.653; C -0.459; H 0.526; H 0.400; H 0.432; H 0.496; H 0.437; H 0.502; H 0.424; H 0.453; H 0.550; H 0.342; H 0.452; H 0.394; H 0.452; H 0.271; H 0.655; H 0.431; H 0.445; H 0.481; H 0.431; H 0.398; H 0.409; H 0.448; H 0.483; H -0.118; H 0.503; H 0.404; H 0.440; H 0.526; N -0.345; C -0.409; N 0.359; C -0.547; C -0.929; C -0.182; C -0.381; C -0.801; H 0.365; H 0.335


2.
A molecular structure, C48H51AsEuNO4SSi in a non-equilibrium geometry, computed with wB97M-V/def2-TZVPD.

Properties
Multiplicity: 7
Total energy, eV: -159166.7076
E_HOMO (alpha / beta), eV: -1.415 / -1.367
Strongest force on any atom, eV/A: 2.86
Gap between HOMO and LUMO (alpha / beta), eV: 5.261 / 5.213
Expectation value of S²: 12.0242
Total charge: -2

The geometry in XYZ format:
```
108
C48H51AsEuNO4SSi | OMol25 | wB97M-V/def2-TZVPD
Eu -0.72885 0.39629 0.05507
S -3.01526 -1.42336 0.67489
C -2.44932 -3.10995 0.71204
C -3.33912 -4.05296 0.22972
C -3.04531 -5.42085 0.33213
C -1.85798 -5.86948 0.87139
C -0.93793 -4.92770 1.34681
C -1.22977 -3.57387 1.27169
As 0.00833 -2.21304 1.85376
C 0.67429 -2.96667 3.59166
C 0.09158 -2.55994 4.79726
C 0.47666 -3.19033 5.97094
C 1.41613 -4.20165 5.98016
C 2.03344 -4.56502 4.78879
C 1.62950 -3.93469 3.58967
C 1.57105 -2.76090 0.76626
C 1.56271 -3.60414 -0.34503
C 2.62486 -3.69198 -1.21385
C 3.76203 -2.88887 -1.00761
C 3.77928 -2.02920 0.06802
C 2.68858 -1.98551 0.97031
H -4.30547 -3.76616 -0.17677
H -3.83920 -6.08647 0.00748
H -1.63249 -6.92383 0.94536
H 0.02430 -5.24214 1.75450
H -0.65646 -1.77130 4.76815
H 0.01887 -2.87660 6.91210
H 1.65331 -4.67193 6.91875
H 2.79848 -5.29650 4.82976
H 2.11457 -4.28195 2.62352
H 0.66955 -4.19656 -0.53291
H 2.53076 -4.39381 -2.02580
H 4.64698 -2.98040 -1.59990
H 4.63621 -1.44581 0.30992
H 2.69907 -1.19979 1.73038
O 1.03365 0.66946 1.49560
C 1.67152 1.84956 1.64284
C 0.83970 2.98619 1.03254
O 1.28035 4.16698 1.01941
O -0.25066 2.58544 0.50627
C 2.96951 1.76798 0.83108
C 2.94703 1.71389 -0.59067
C 4.09105 1.38951 -1.31279
C 5.22379 0.95696 -0.67626
C 5.30804 1.07168 0.70458
C 4.20716 1.50787 1.44414
C 2.00663 2.21253 3.14603
C 1.82151 1.20955 4.10988
C 2.13172 1.47918 5.43556
C 2.65761 2.73540 5.80432
C 2.74419 3.72951 4.88285
C 2.45409 3.49828 3.53045
H 1.26821 -0.86310 -1.19299
H 2.04113 1.94089 -1.15285
H 4.05925 1.34063 -2.38457
H 6.07183 0.59586 -1.23198
H 6.21646 0.76152 1.20195
H 4.24554 1.52519 2.51588
H 1.41963 0.24244 3.72703
H 2.03176 0.68482 6.16502
H 2.81046 2.89572 6.86843
H 3.10157 4.71589 5.13728
H 2.66105 4.27393 2.80139
O -4.78223 3.51309 9.10668
C -4.08161 3.36270 8.22746
N 0.36529 -0.84870 -1.62475
C 0.59645 -1.05321 -2.95434
C -0.51998 -1.39628 -3.84809
C -0.33038 -1.66926 -5.21698
C 1.01816 -1.55539 -5.71078
C 2.07703 -1.26481 -4.90363
C 1.87421 -0.98699 -3.55325
H -1.50075 -1.54342 -3.43773
H -1.15418 -1.90299 -5.92435
H 1.19531 -1.63963 -6.77327
H 3.10233 -1.24462 -5.37314
H 2.70161 -0.74627 -2.90485
C -2.76786 3.86646 -0.65844
Si -2.60584 2.23987 -1.76060
C -1.69581 2.90312 -3.40514
C -0.20534 2.87430 -2.98927
C -2.06135 4.31597 -3.74096
C -1.82776 1.97826 -4.66332
C -4.52379 1.76047 -2.11348
C -4.49457 0.43917 -2.96879
C -5.14795 1.42333 -0.75410
C -5.32428 2.87686 -2.81822
H -3.49652 4.52439 -1.14150
H -1.85702 4.44017 -0.62903
H -3.17053 3.64556 0.32083
H -0.03379 3.46398 -2.06260
H 0.44716 3.34498 -3.76582
H 0.16164 1.89653 -2.89897
H -2.03623 5.05716 -2.93275
H -3.04161 4.31792 -4.17497
H -1.41024 4.75967 -4.51445
H -1.52903 0.96453 -4.37741
H -1.17856 2.33980 -5.44887
H -2.87413 2.00452 -5.02475
H -4.12186 -0.46126 -2.41984
H -3.84516 0.59662 -3.83030
H -5.48630 0.14949 -3.39234
H -4.60954 0.57674 -0.28389
H -6.16797 1.03905 -0.84327
H -5.14903 2.25431 -0.05644
H -5.00384 3.08180 -3.81791
H -5.26905 3.82176 -2.25869
H -6.37228 2.54356 -2.91276
```

Results of the Mulliken charge analysis, in e, for atoms 1 through 99: Eu -0.273; S -0.655; C 0.326; C -0.771; C -0.484; C -0.845; C 0.043; C -0.068; As 0.907; C 0.501; C -0.619; C -0.602; C -0.421; C -0.867; C -0.107; C 0.684; C -0.579; C -0.525; C -0.895; C -0.646; C 0.051; H 0.387; H 0.323; H 0.373; H 0.332; H 0.407; H 0.341; H 0.381; H 0.445; H 0.175; H 0.346; H 0.354; H 0.385; H 0.664; H 0.069; O -0.103; C 3.551; C -0.240; O -0.784; O -0.089; C -0.467; C 0.008; C -0.724; C -0.469; C -0.928; C -0.069; C -1.231; C 0.242; C -0.705; C -0.595; C -0.800; C -0.206; H -0.681; H 0.185; H 0.403; H 0.386; H 0.322; H 0.391; H 0.084; H 0.457; H 0.335; H 0.366; H 0.513; O -0.170; C 0.170; N 0.312; C -0.130; C -0.539; C -0.336; C -0.435; C -0.829; C 0.400; H 0.366; H 0.323; H 0.304; H 0.261; H 0.375; C -1.601; Si 0.178; C 2.661; C -1.660; C -1.927; C -2.157; C 2.082; C -1.424; C -1.591; C -1.852; H 0.383; H 0.412; H 0.346; H 0.261; H 0.444; H -0.052; H 0.308; H 0.349; H 0.464; H 0.366; H 0.533; H 0.319